No. 1
DFT (ωB97M-V/def2-TZVPD) results for a molecular structure, C19H24CaN3O7S3.

net charge: -1
relative energy (zero: lowest compared OMol25 entry of this formula, charge and spin): 1.701 eV
LUMO: 2.10 eV
DFT total energy: -3301.7765 Eh
Kohn-Sham gap: 7.37 eV
HOMO: -5.27 eV

CARTESIAN COORDINATES (ANGSTROEM)
Ca 0.991 2.081 0.853
C 4.456 -1.924 -1.312
C 3.336 -2.543 -0.471
N 2.023 -2.130 -0.908
C 1.436 -2.818 -2.041
C 1.490 -1.977 -3.316
C 1.379 -1.070 -0.368
S 2.209 -0.193 0.849
N 0.178 -0.843 -0.877
C -0.674 0.117 -0.535
O -0.521 0.966 0.370
C -1.908 0.171 -1.364
C -2.262 -0.834 -2.261
C -3.417 -0.714 -3.014
C -4.224 0.406 -2.886
C -3.870 1.414 -2.002
C -2.723 1.296 -1.242
H 5.425 -2.158 -0.874
H 4.330 -0.844 -1.346
H 4.444 -2.315 -2.327
H 3.453 -2.236 0.571
H 3.395 -3.635 -0.528
H 0.396 -3.047 -1.801
H 1.980 -3.754 -2.185
H 1.008 -1.021 -3.127
H 0.967 -2.485 -4.122
H 2.518 -1.808 -3.629
H -1.625 -1.701 -2.353
H -3.695 -1.502 -3.702
H -5.136 0.486 -3.465
H -4.496 2.290 -1.898
H -2.433 2.074 -0.545
N 0.404 2.129 3.162
C -0.736 1.279 3.207
C -0.586 -0.087 3.427
C -1.703 -0.908 3.398
C -2.953 -0.372 3.174
C -3.106 0.979 2.948
C -1.999 1.813 2.970
S -4.388 -1.493 3.162
O -4.410 -2.017 1.799
O -5.527 -0.643 3.496
O -4.065 -2.490 4.179
H 1.200 1.720 3.650
H 0.206 3.058 3.526
H 0.406 -0.497 3.598
H -1.638 -1.970 3.572
H -4.102 1.357 2.777
H -2.095 2.882 2.789
C 3.985 2.658 -0.787
S 2.742 3.725 0.007
O 2.648 3.254 1.397
O 3.168 5.091 -0.131
O 1.475 3.401 -0.676
H 4.952 2.908 -0.369
H 3.958 2.854 -1.852
H 3.736 1.622 -0.570

***

No. 2
DFT (ωB97M-V/def2-TZVPD) results for C20H27N3O3 in the gas phase.

relative energy (zero: lowest compared OMol25 entry of this formula, charge and spin): 2.493 eV
LUMO: 0.73 eV
DFT total energy: -1168.3224 Eh
structure (SMILES): O=C(CCc1nnc(CCCCc2ccccc2)o1)N1CCC[C@H](O)C1
Kohn-Sham gap: 9.45 eV
HOMO: -8.72 eV

CARTESIAN COORDINATES (ANGSTROEM)
O -2.049 1.242 -3.152
C -1.458 0.176 -3.140
C -2.191 -1.084 -2.675
C -3.031 -0.701 -1.457
C -2.129 -0.268 -0.367
N -0.843 -0.151 -0.431
N -0.422 0.296 0.776
C -1.467 0.426 1.518
C -1.514 0.876 2.925
C -1.972 -0.245 3.867
C -1.093 -1.496 3.830
C 0.321 -1.300 4.398
C 1.282 -0.692 3.413
C 1.820 0.572 3.615
C 2.676 1.133 2.684
C 3.017 0.431 1.542
C 2.510 -0.841 1.346
C 1.651 -1.397 2.275
O -2.596 0.079 0.849
N -0.175 0.068 -3.543
C 0.640 -1.122 -3.610
C 1.680 -1.086 -2.491
C 2.570 0.140 -2.678
C 1.734 1.429 -2.746
O 1.270 1.833 -1.489
C 0.594 1.275 -3.775
H -1.509 -1.881 -2.392
H -2.842 -1.427 -3.481
H -3.684 0.137 -1.715
H -3.652 -1.533 -1.115
H -2.215 1.711 3.001
H -0.514 1.220 3.184
H -2.993 -0.530 3.597
H -1.995 0.150 4.884
H -1.597 -2.269 4.417
H -1.018 -1.860 2.803
H 0.265 -0.684 5.298
H 0.705 -2.281 4.692
H 1.566 1.124 4.511
H 3.076 2.123 2.850
H 3.675 0.876 0.812
H 2.786 -1.404 0.466
H 1.261 -2.393 2.116
H 0.030 -2.022 -3.558
H 1.148 -1.121 -4.583
H 2.283 -1.995 -2.512
H 1.162 -1.030 -1.531
H 3.273 0.227 -1.849
H 3.141 0.041 -3.604
H 2.375 2.254 -3.082
H 0.711 1.140 -1.109
H -0.086 2.124 -3.691
H 1.016 1.245 -4.785

***

No. 3
DFT (ωB97M-V/def2-TZVPD) results for a molecular structure, C16H20N4OS5SbSn.

relative energy (zero: lowest compared OMol25 entry of this formula, charge and spin): 0.000 eV
spin multiplicity: 2
LUMO (spin up / spin down): -0.56 / -2.10 eV
DFT total energy: -3361.5672 Eh
Kohn-Sham gap (spin up / spin down): 7.96 / 6.27 eV
HOMO (spin up / spin down): -8.52 / -8.37 eV
expectation value of S²: 0.76

CARTESIAN COORDINATES (ANGSTROEM)
Sn 1.235 0.489 -0.770
C 3.302 0.348 1.924
C 1.949 0.194 2.555
C 1.842 0.012 3.952
C 0.612 -0.110 4.517
C -0.540 -0.058 3.703
C -1.843 -0.188 4.235
C -2.929 -0.145 3.413
C -2.756 0.031 2.027
C -1.504 0.160 1.482
S -1.370 0.312 -0.278
C -0.352 0.115 2.316
N 0.892 0.237 1.775
H 4.087 0.314 2.677
H 3.379 1.301 1.398
H 3.480 -0.454 1.205
H 2.742 -0.020 4.549
H 0.500 -0.243 5.586
H -1.957 -0.325 5.303
H -3.928 -0.254 3.812
H -3.618 0.039 1.373
S -3.777 -2.567 -0.581
Sb -1.588 -2.202 -0.745
S -0.223 -2.404 -2.571
S 0.149 -3.010 0.500
O 1.314 3.433 2.047
C 1.234 3.007 0.952
N 1.150 2.594 -0.174
C -2.399 1.076 -5.699
C -2.620 0.748 -4.233
N -2.367 1.891 -3.355
C -1.180 2.210 -2.838
S 0.229 1.324 -3.238
N -1.103 3.227 -1.978
C -2.243 3.881 -1.357
C -2.808 5.028 -2.189
H -2.611 0.199 -6.311
H -1.364 1.370 -5.870
H -3.053 1.886 -6.026
H -1.966 -0.065 -3.918
H -3.647 0.434 -4.049
H -3.154 2.478 -3.132
H -0.195 3.328 -1.538
H -1.899 4.252 -0.392
H -3.012 3.132 -1.140
H -2.049 5.794 -2.344
H -3.660 5.482 -1.684
H -3.138 4.690 -3.173

***

No. 4
DFT (ωB97M-V/def2-TZVPD) results for C7H8 in the gas phase.

relative energy (zero: lowest compared OMol25 entry of this formula, charge and spin): 5.642 eV
LUMO: 1.02 eV
DFT total energy: -271.3241 Eh
structure (SMILES): C=C1C[C@@]12C=C2C
Kohn-Sham gap: 9.77 eV
HOMO: -8.75 eV

CARTESIAN COORDINATES (ANGSTROEM)
C 2.472 0.653 0.727
C 1.431 0.220 0.021
C 1.053 -0.755 -1.109
C 0.118 -0.335 0.051
C -0.811 -0.991 1.020
C -1.345 -0.172 0.177
C -2.460 0.704 -0.263
H 2.451 1.139 1.617
H 3.516 0.608 0.437
H 1.147 -0.295 -2.164
H 1.679 -1.586 -1.158
H -0.976 -1.709 1.872
H -2.160 1.693 -0.146
H -3.387 0.385 0.283
H -2.728 0.439 -1.363

***

No. 5
DFT (ωB97M-V/def2-TZVPD) results for a molecular structure, C20H30Cl2N3O3RuS.

relative energy (zero: lowest compared OMol25 entry of this formula, charge and spin): 2.605 eV
spin multiplicity: 6
LUMO (spin up / spin down): 0.32 / -1.36 eV
DFT total energy: -2583.3866 Eh
Kohn-Sham gap (spin up / spin down): 5.55 / 6.85 eV
HOMO (spin up / spin down): -5.24 / -8.21 eV
expectation value of S²: 8.81

CARTESIAN COORDINATES (ANGSTROEM)
O -1.038 -1.418 0.687
C -0.972 -2.591 0.200
C -2.139 -3.410 0.526
C -2.882 -3.123 1.697
H -2.486 -2.391 2.405
C -4.109 -3.744 1.924
H -4.682 -3.490 2.820
C -4.606 -4.684 1.009
H -5.571 -5.160 1.186
C -3.854 -5.012 -0.130
H -4.236 -5.762 -0.831
C -2.633 -4.381 -0.372
H -2.040 -4.603 -1.262
H -0.291 -2.864 -0.609
C 1.813 -2.648 1.424
C 1.602 -1.675 0.317
H 2.852 -2.607 1.790
H 1.625 -3.651 1.014
H 1.141 -2.449 2.263
C 2.548 -1.371 -0.617
C 4.038 -1.477 -0.453
H 2.205 -0.986 -1.573
H 4.368 -2.512 -0.276
H 4.420 -0.852 0.373
H 4.532 -1.125 -1.369
Ru 0.271 -0.078 0.598
Cl 0.135 0.020 2.901
Cl -0.150 -0.101 -1.685
H -4.385 1.485 1.905
H -3.700 2.723 3.670
C -3.369 1.220 1.587
C -2.639 2.766 3.404
N -2.475 2.272 2.049
H -3.318 1.145 0.495
C -1.388 2.625 1.350
O -0.996 2.015 0.321
H -2.283 3.802 3.445
H -0.830 3.492 1.747
H -3.106 0.247 2.031
H -2.059 2.166 4.122
H 2.977 3.620 -5.054
H 0.349 3.549 -5.527
C 2.847 2.618 -4.616
C 0.425 2.532 -5.116
N 1.491 2.442 -4.132
H 3.539 2.487 -3.778
C 1.252 2.416 -2.803
O 2.139 2.460 -1.939
H -0.520 2.266 -4.635
H 0.183 2.324 -2.546
H 3.056 1.880 -5.402
H 0.622 1.846 -5.949
S 3.063 3.782 1.112
C 3.750 2.455 1.997
C 2.982 1.317 1.861
N 1.898 1.494 1.022
C 1.827 2.726 0.554
H 4.651 2.532 2.591
H 3.137 0.356 2.346
H 1.022 3.083 -0.067

***

No. 6
DFT (ωB97M-V/def2-TZVPD) results for C2H4N3P3 in the gas phase.

relative energy (zero: lowest compared OMol25 entry of this formula, charge and spin): 0.022 eV
LUMO: -0.60 eV
DFT total energy: -1266.9118 Eh
structure (SMILES): C=CN1P=NPN=P1
Kohn-Sham gap: 7.80 eV
HOMO: -8.39 eV

CARTESIAN COORDINATES (ANGSTROEM)
C -1.367 -0.494 1.929
C -0.130 0.005 1.705
N 0.425 0.037 0.482
P -0.123 -1.345 -0.567
N -0.092 -0.910 -2.068
P 0.212 0.689 -2.625
N 1.488 1.239 -1.638
P 1.791 1.071 -0.145
H -1.725 -0.384 2.929
H -2.059 -0.731 1.028
H 0.348 0.372 2.560
H 1.232 0.451 -3.591

***

No. 7
DFT (ωB97M-V/def2-TZVPD) results for 2 unconnected molecules or ions with the total composition C3H2F2O.

relative energy (zero: lowest compared OMol25 entry of this formula, charge and spin): 1.453 eV
LUMO: 0.63 eV
DFT total energy: -390.4073 Eh
structure (SMILES): O=C(F)F.C#C
Kohn-Sham gap: 11.19 eV
HOMO: -10.57 eV

CARTESIAN COORDINATES (ANGSTROEM)
O 0.923 1.176 0.115
C 1.885 0.624 0.475
F 2.944 0.334 -0.321
F 2.137 0.097 1.640
C -2.291 -1.025 -0.634
C -1.730 -0.028 -0.281
H -2.919 -1.771 -1.039
H -0.948 0.593 0.045

***

No. 8
DFT (ωB97M-V/def2-TZVPD) results for C4H11N2S in the gas phase.

relative energy (zero: lowest compared OMol25 entry of this formula, charge and spin): 1.277 eV
spin multiplicity: 2
LUMO (spin up / spin down): 0.89 / -2.05 eV
DFT total energy: -666.6048 Eh
Kohn-Sham gap (spin up / spin down): 9.90 / 6.95 eV
HOMO (spin up / spin down): -9.01 / -9.01 eV
expectation value of S²: 0.75

CARTESIAN COORDINATES (ANGSTROEM)
C -1.015 -1.861 -0.377
C -0.622 -0.352 -0.409
C -1.746 0.672 -0.117
S -3.242 0.422 -1.097
N 0.495 -0.282 0.614
C 1.371 0.887 0.223
N 2.743 0.692 0.761
H -0.273 -2.496 -0.849
H -1.952 -1.890 -0.965
H -1.336 -2.003 0.668
H -0.209 -0.297 -1.429
H -1.762 0.755 0.974
H -1.324 1.640 -0.394
H -0.050 0.018 1.425
H 1.581 0.681 -0.820
H 0.968 1.875 0.434
H 3.134 1.533 1.139
H 3.239 0.007 0.220

***

No. 9
DFT (ωB97M-V/def2-TZVPD) results for 9 unconnected molecules or ions with the total composition C14H39F6N12O11.

net charge: -1
relative energy (zero: lowest compared OMol25 entry of this formula, charge and spin): 10.517 eV
LUMO: -0.80 eV
DFT total energy: -2640.5378 Eh
Kohn-Sham gap: 1.82 eV
HOMO: -2.62 eV

CARTESIAN COORDINATES (ANGSTROEM)
O -0.741 -0.343 -0.338
H -0.864 -0.043 0.565
H 0.050 0.080 -0.680
H -0.692 -1.301 -0.291
C -4.910 1.266 3.587
O -5.331 -0.063 3.150
O -3.567 1.384 3.193
C -5.932 2.421 3.143
F -6.224 2.606 1.837
F -7.082 2.408 3.759
F -5.318 3.638 3.511
C -5.847 -0.297 1.802
C -5.915 -1.758 1.804
H -6.127 -2.222 0.841
H -4.958 -2.229 2.026
H -6.506 -2.144 2.635
H -5.212 0.136 1.030
H -6.829 0.173 1.744
H -5.086 1.131 4.654
C -0.490 8.187 -1.031
O -0.719 9.139 -0.016
O -1.435 8.722 -2.038
C 1.028 7.630 -1.273
F 1.306 6.598 -0.458
F 1.127 7.358 -2.568
F 1.921 8.527 -1.054
C 0.009 8.943 1.257
C -0.546 9.823 2.352
H 0.295 9.810 3.045
H -0.871 10.817 2.045
H -1.480 9.357 2.664
H 1.064 9.180 1.119
H -0.090 7.941 1.674
H -1.034 7.341 -0.612
C 5.448 -6.469 -0.651
O 5.179 -7.282 -1.456
N 4.539 -5.870 0.106
N 6.613 -6.026 -0.328
H 3.691 -5.516 -0.312
H 4.826 -5.361 0.930
H 6.537 -5.270 0.337
H 7.508 -6.359 -0.655
C -1.250 -7.200 -2.866
O -0.872 -6.176 -2.232
N -1.617 -7.152 -4.118
N -1.201 -8.400 -2.411
H -1.477 -6.407 -4.784
H -1.709 -8.095 -4.469
H -0.771 -8.413 -1.497
H -1.707 -9.112 -2.919
C 3.611 -0.209 -5.815
O 3.009 0.277 -4.856
N 3.719 -1.526 -6.067
N 4.284 0.427 -6.722
H 3.260 -2.190 -5.460
H 4.134 -1.718 -6.967
H 4.715 -0.165 -7.417
H 4.149 1.424 -6.814
C -3.963 0.778 -5.872
O -5.142 1.194 -5.621
N -2.873 1.257 -5.537
N -3.738 -0.261 -6.567
H -2.808 2.161 -5.091
H -2.004 0.754 -5.654
H -4.604 -0.410 -7.066
H -2.857 -0.501 -6.998
C 5.876 -0.088 4.771
O 6.035 -1.242 5.127
N 4.819 0.514 4.208
N 6.778 0.809 5.001
H 4.065 -0.157 4.176
H 4.867 1.502 4.004
H 7.546 0.487 5.573
H 6.812 1.711 4.548
C 0.383 -3.713 5.102
O 0.546 -3.383 3.934
N -0.605 -3.509 5.932
N 1.377 -4.225 5.739
H -0.527 -3.601 6.935
H -1.232 -2.799 5.583
H 1.310 -4.421 6.728
H 2.330 -4.282 5.410

***

No. 10
DFT (ωB97M-V/def2-TZVPD) results for a molecular structure, C20H26IrN6S.

net charge: +3
LUMO: -11.16 eV
DFT total energy: -1607.8409 Eh
Kohn-Sham gap: 6.35 eV
HOMO: -17.50 eV

CARTESIAN COORDINATES (ANGSTROEM)
Ir -0.993 -0.373 0.789
C -1.848 2.219 3.217
C -1.168 0.943 3.548
N -0.768 -0.032 2.725
C -0.179 -1.044 3.482
C -0.239 -0.669 4.780
N -0.848 0.561 4.791
H -1.654 2.507 2.189
H -1.482 3.016 3.864
H -2.926 2.139 3.373
H 0.256 -1.928 3.045
H 0.104 -1.160 5.674
H -1.021 1.116 5.619
C 1.798 2.284 -2.484
N 0.758 1.887 -1.515
C -0.548 1.868 -1.648
S -1.614 1.503 -0.251
N -1.247 2.195 -2.714
C -0.799 2.698 -4.029
H 2.741 2.302 -1.945
H 1.609 3.280 -2.872
H 1.875 1.563 -3.294
H 1.083 1.689 -0.583
H -2.249 2.120 -2.606
H -0.460 3.729 -3.958
H -1.661 2.661 -4.689
H -0.025 2.060 -4.439
N 1.047 -0.433 0.530
C 2.192 -0.470 0.381
C 3.591 -0.534 0.201
C 4.111 -1.311 -0.847
C 5.479 -1.370 -1.011
C 6.314 -0.664 -0.148
C 5.794 0.104 0.891
C 4.429 0.176 1.077
H 3.450 -1.863 -1.501
H 5.902 -1.966 -1.808
H 7.386 -0.717 -0.285
H 6.459 0.639 1.555
H 4.011 0.762 1.884
N -2.994 -0.825 1.016
C -3.255 -1.693 -0.130
C -3.884 -1.180 -1.258
C -4.126 -2.034 -2.322
C -3.731 -3.366 -2.258
C -3.092 -3.859 -1.128
C -2.849 -3.021 -0.050
H -3.634 -0.032 1.049
H -3.119 -1.328 1.896
H -4.212 -0.149 -1.290
H -4.643 -1.665 -3.198
H -3.938 -4.028 -3.088
H -2.801 -4.899 -1.076
H -2.384 -3.410 0.851